# 1
Formula: C35H35CoN7Si
Source: the Open Molecules 2025 dataset
Level of theory: the ωB97M-V functional and the def2-TZVPD basis

## Properties
HOMO energy (alpha / beta)	-6.14 / -6.09	eV
spin multiplicity	2
total charge	0
LUMO energy (alpha / beta)	-0.97 / -1.00	eV
energy relative to the best compared isomer or geometry (same formula, charge and spin)	0.000	eV

Cartesian coordinates (Å):
1 Co 0.3080 0.3654 -0.0777
2 N 1.7356 -2.3348 -2.9844
3 C 1.3517 -1.2062 -2.3886
4 N 0.7113 -1.1656 -1.2656
5 C 0.3724 -2.3506 -0.6123
6 N -0.3655 -2.3309 0.4513
7 N -0.5900 -1.0163 0.8078
8 C -1.4345 -0.7049 1.7060
9 C -1.4803 0.7391 1.9924
10 C -2.2396 1.3114 2.9909
11 C -2.1345 2.6802 3.2017
12 C -1.2820 3.4243 2.4074
13 C -0.5641 2.7818 1.4079
14 N -0.6682 1.4748 1.2065
15 C 0.8772 -3.6045 -1.1547
16 C 0.7212 -4.8246 -0.4934
17 C 1.2363 -5.9771 -1.0420
18 C 1.9177 -5.9273 -2.2616
19 C 2.0880 -4.7330 -2.9251
20 C 1.5677 -3.5690 -2.3642
21 H 2.2622 -2.2783 -3.8408
22 H 1.5958 -0.2672 -2.8713
23 H -2.0225 -1.4514 2.2305
24 H -2.8839 0.6897 3.5985
25 H -2.7093 3.1579 3.9838
26 H -1.1651 4.4889 2.5501
27 H 0.1125 3.3089 0.7461
28 H 0.1991 -4.8341 0.4535
29 H 1.1204 -6.9197 -0.5248
30 H 2.3280 -6.8328 -2.6889
31 H 2.6299 -4.6902 -3.8619
32 C 5.2925 -1.9783 -0.9166
33 C 5.0067 -2.2379 0.4222
34 C 3.9894 -1.5682 1.0807
35 C 3.1946 -0.6037 0.4251
36 C 3.5318 -0.3224 -0.9137
37 C 4.5497 -1.0023 -1.5685
38 N 2.1101 0.0023 1.0286
39 C 2.2894 0.4160 2.3478
40 C 1.3823 0.1047 3.3699
41 C 1.5180 0.6269 4.6518
42 C 2.5870 1.4502 4.9719
43 C 3.5277 1.7324 3.9846
44 C 3.3826 1.2295 2.7035
45 H 6.0934 -2.4997 -1.4249
46 H 5.5858 -2.9800 0.9606
47 H 3.7745 -1.7952 2.1193
48 H 3.0085 0.4877 -1.4080
49 H 4.7900 -0.7403 -2.5950
50 H 0.5869 -0.5972 3.1595
51 H 0.7945 0.3599 5.4150
52 H 2.6957 1.8534 5.9705
53 H 4.3801 2.3610 4.2156
54 H 4.1193 1.4611 1.9416
55 C -1.5172 3.5569 -2.5313
56 Si -0.7275 1.8572 -2.5101
57 C -2.0721 0.6637 -1.9441
58 C -0.3293 1.3138 -4.2792
59 N 0.6029 1.7797 -1.4226
60 C 1.6282 2.7163 -1.4728
61 C 1.8852 3.5259 -2.5984
62 C 2.9135 4.4590 -2.6048
63 C 3.7304 4.6324 -1.4976
64 C 3.4868 3.8498 -0.3739
65 C 2.4621 2.9195 -0.3569
66 H -2.2460 3.6595 -3.3406
67 H -0.7741 4.3490 -2.6385
68 H -2.0435 3.7179 -1.5852
69 H -2.9305 0.7789 -2.6144
70 H -2.4253 0.8761 -0.9314
71 H -1.7623 -0.3832 -1.9903
72 H -0.9268 1.8745 -5.0038
73 H -0.5749 0.2548 -4.4129
74 H 0.7212 1.4551 -4.5440
75 H 1.2710 3.4311 -3.4865
76 H 3.0729 5.0582 -3.4942
77 H 4.5369 5.3536 -1.5110
78 H 4.1071 3.9620 0.5084
79 H 2.3001 2.2989 0.5179

Force components x, y, z for each atom (eV/Å):
0.27 0.29 -0.43
-0.07 -0.13 -0.13
0.18 0.13 0.00
-0.29 -0.21 0.24
0.18 0.04 -0.17
-0.09 0.27 0.13
0.00 -0.42 -0.12
-0.17 0.16 0.27
-0.04 -0.22 -0.02
-0.10 0.03 0.12
-0.03 -0.04 0.02
0.02 0.00 -0.01
0.00 0.05 -0.02
0.11 -0.05 0.02
-0.04 0.04 -0.03
-0.02 -0.03 0.02
0.01 -0.01 -0.01
0.00 -0.05 0.03
0.00 0.04 -0.01
0.03 -0.01 0.02
0.03 0.01 0.03
-0.11 -0.04 -0.01
-0.01 0.07 0.04
0.00 0.04 0.01
0.00 -0.01 0.01
0.00 0.00 -0.01
-0.02 -0.01 0.01
0.00 0.00 -0.02
0.01 0.00 -0.02
-0.01 0.00 0.02
-0.01 0.01 0.01
-0.04 0.02 0.02
-0.03 0.03 0.01
0.01 -0.03 0.03
-0.01 0.15 -0.09
0.13 0.06 0.02
0.01 0.01 0.04
0.04 -0.13 0.03
0.02 -0.05 -0.04
-0.06 0.01 0.06
0.02 -0.05 -0.06
0.00 0.01 -0.05
-0.03 -0.02 0.00
0.05 0.00 0.02
-0.01 0.00 0.01
-0.02 0.01 0.00
0.02 0.00 -0.02
0.05 0.01 0.05
-0.01 0.02 0.01
0.01 0.02 0.01
0.00 0.00 -0.02
0.00 -0.01 -0.01
-0.01 0.00 -0.01
-0.01 0.01 0.00
-0.04 0.09 -0.02
-0.02 -0.02 0.04
-0.03 -0.01 0.04
0.00 -0.01 -0.10
0.15 -0.04 -0.14
-0.12 0.05 0.14
0.03 0.00 0.00
-0.05 -0.03 0.00
-0.02 -0.05 0.02
0.01 0.00 -0.01
0.03 -0.04 0.06
0.02 -0.01 0.03
-0.04 0.00 0.00
0.02 0.02 -0.02
0.02 -0.01 0.01
-0.01 -0.01 -0.01
-0.03 0.01 0.01
0.02 -0.04 0.00
0.04 0.02 -0.01
-0.01 0.01 0.01
0.02 -0.04 0.00
0.00 -0.01 0.00
-0.01 0.00 0.01
-0.01 0.00 0.00
0.05 0.05 -0.08

From a Mulliken analysis of the wavefunction, the atomic charges in e read: -2.061 0.306 -1.126 0.928 0.066 -1.869 2.023 -0.514 1.109 -1.199 -0.458 -1.048 -0.057 1.074 0.566 -0.410 -0.824 -0.406 -0.932 0.127 0.353 0.934 0.414 0.524 0.421 0.516 0.343 0.487 0.422 0.414 0.408 -0.725 -0.694 -0.110 -0.842 0.343 -0.675 1.733 -1.168 -0.375 -0.633 -0.573 -0.839 0.350 0.410 0.397 0.450 0.123 0.490 0.456 0.413 0.397 0.391 0.450 -1.280 0.387 -1.000 -1.390 0.697 0.186 -0.608 -0.976 -0.742 -0.879 0.697 0.385 0.427 0.266 0.536 0.096 0.200 0.475 0.312 0.388 0.268 0.392 0.389 0.458 0.020

# 2
Formula: C4H5BO2
Source: the Open Molecules 2025 dataset
Level of theory: the ωB97M-V functional and the def2-TZVPD basis

## Properties
HOMO energy (alpha / beta)	-9.87 / -9.81	eV
total charge	0
LUMO energy (alpha / beta)	-1.46 / -1.44	eV
energy relative to the best compared isomer or geometry (same formula, charge and spin)	2.777	eV

Cartesian coordinates (Å):
1 O 2.2982 1.3452 -0.0923
2 C 0.8627 0.6711 -0.0314
3 C -0.4340 1.2882 -0.0247
4 C -1.4637 0.1659 -0.0982
5 C -0.9027 -1.0371 -0.0970
6 B 0.7072 -0.8812 -0.0561
7 O 1.5449 -1.8946 -0.0383
8 H -0.5029 2.0560 -0.7938
9 H -0.6296 1.6850 1.0845
10 H -2.4680 0.2740 0.0024
11 H -1.4640 -2.0311 -0.1427
12 H 2.4520 -1.6415 0.2876

Force components x, y, z for each atom (eV/Å):
-9.12 -3.87 0.39
9.99 3.11 -0.26
-1.84 1.72 2.47
3.24 -0.82 -0.22
1.01 -2.30 -0.62
-2.82 -0.26 -0.17
2.39 -0.34 1.00
-0.26 0.35 0.34
0.71 0.10 -2.32
-2.84 0.95 -0.01
0.64 1.65 0.24
-1.10 -0.27 -0.85

From a Mulliken analysis of the wavefunction, the atomic charges in e read: -0.530 0.188 -0.269 -0.636 -0.276 0.349 -0.534 0.333 0.227 0.452 0.349 0.348

# 3
Formula: C7H7NO2S2
Source: the Open Molecules 2025 dataset
Level of theory: the ωB97M-V functional and the def2-TZVPD basis

## Properties
HOMO energy (alpha / beta)	-6.84 / -8.75	eV
spin multiplicity	3
total charge	0
LUMO energy (alpha / beta)	0.49 / -1.28	eV
energy relative to the best compared isomer or geometry (same formula, charge and spin)	1.012	eV

Cartesian coordinates (Å):
1 C 0.8573 -0.9745 2.5524
2 C -0.3310 -1.1005 1.8530
3 C 1.9567 -1.5837 1.9188
4 C -0.0627 -1.7358 0.5979
5 C 0.2283 1.1931 -1.9683
6 C -1.2743 1.4215 -1.9080
7 C -0.7449 -1.7455 -0.5975
8 N 0.8302 0.2738 -1.3451
9 O 1.9729 -0.1890 -1.1080
10 O -1.8852 0.7645 -0.8297
11 S 1.6126 -2.3727 0.5004
12 S -2.1920 -0.9275 -1.1370
13 H 1.0287 -0.6260 3.4772
14 H -1.3734 -0.8801 2.0554
15 H 2.9061 -1.8341 2.4086
16 H 0.8302 1.9294 -2.6602
17 H -1.6249 2.4824 -2.0234
18 H -1.7871 1.0635 -2.9706
19 H -0.3902 -2.4874 -1.2645

Force components x, y, z for each atom (eV/Å):
0.79 -1.78 -2.63
0.52 -0.65 -2.03
0.22 -0.08 1.88
0.24 0.08 0.44
1.10 1.97 -1.56
-1.29 -0.82 -3.09
-1.52 -0.40 0.08
1.30 -0.30 0.72
-1.84 1.64 -1.23
-0.24 -0.88 -0.25
-1.69 0.07 -0.19
0.79 0.75 0.96
0.07 1.47 3.20
0.38 0.49 0.40
-0.42 0.57 -0.18
-0.99 -1.46 1.27
0.89 -0.61 1.06
1.45 0.23 2.30
0.26 -0.29 -1.16

From a Mulliken analysis of the wavefunction, the atomic charges in e read: -0.579 -0.701 -0.265 0.679 -0.055 -0.422 -0.692 0.341 -0.468 -0.375 -0.099 0.006 0.537 0.429 0.404 0.302 0.347 0.212 0.398

# 4
Formula: C29H60N3O5
Source: the Open Molecules 2025 dataset
Level of theory: the ωB97M-V functional and the def2-TZVPD basis

## Properties
HOMO energy	-3.13	eV
total charge	-1
LUMO energy	2.10	eV
energy relative to the best compared isomer or geometry (same formula, charge and spin)	3.765	eV

Cartesian coordinates (Å):
1 C -1.9122 2.4036 1.6420
2 C -1.9390 1.0520 2.3219
3 O -3.0692 0.5780 2.6102
4 O -0.9389 0.4283 2.7034
5 H -2.8937 2.6866 1.2617
6 H -1.4042 2.5444 0.6879
7 H -1.6420 3.1534 2.3855
8 C -7.5632 -2.4435 -2.5871
9 C -8.6685 -1.4759 -1.8558
10 C -9.9239 -1.0755 -2.7702
11 C -10.9887 -2.1662 -2.8418
12 C -11.4275 -2.3243 -1.3187
13 C -10.3304 -3.0205 -0.5071
14 N -9.1515 -2.0419 -0.6145
15 O -8.2086 -2.2725 0.3564
16 C -10.9300 -3.0323 0.9519
17 C -9.9790 -4.4976 -0.8169
18 C -8.0377 -0.0928 -1.5389
19 H -6.8264 -2.7352 -1.8387
20 H -6.9862 -1.9147 -3.3457
21 H -8.0387 -3.2619 -3.1277
22 H -10.3083 -0.1514 -2.3385
23 H -9.4756 -0.6860 -3.6842
24 H -10.7470 -3.1682 -3.1963
25 H -11.7557 -1.8383 -3.5435
26 H -12.3209 -2.9466 -1.3691
27 H -11.7522 -1.3779 -0.8861
28 H -11.9682 -3.3581 0.8881
29 H -10.2779 -3.7037 1.5106
30 H -10.8156 -2.0117 1.3172
31 H -9.3205 -5.0491 -0.1458
32 H -11.0051 -4.8303 -0.9740
33 H -9.5394 -4.6370 -1.8045
34 H -7.2462 -0.1818 -0.7948
35 H -8.6993 0.7716 -1.4833
36 H -7.4610 0.2505 -2.3977
37 H -7.6528 -2.9648 -0.0089
38 C 3.9393 4.7788 5.0821
39 C 5.2574 4.3954 4.2306
40 C 4.8340 3.2594 3.1726
41 C 3.9071 3.8003 1.9869
42 C 4.6676 4.8786 1.3510
43 C 5.0290 6.0590 2.3301
44 N 5.8222 5.4663 3.4717
45 O 6.3349 6.4396 4.3491
46 C 5.9725 7.0585 1.6605
47 C 3.6972 6.7661 2.6857
48 C 6.3146 3.7573 5.1553
49 H 3.0402 4.5189 4.5234
50 H 3.9954 4.3799 6.0949
51 H 3.9852 5.8665 5.1369
52 H 5.7113 2.8346 2.6847
53 H 4.4243 2.3807 3.6706
54 H 3.7778 2.9853 1.2747
55 H 3.0160 4.2556 2.4189
56 H 4.2361 5.1925 0.4005
57 H 5.5455 4.3436 0.9888
58 H 6.8328 6.4987 1.2938
59 H 6.2442 7.7708 2.4395
60 H 5.5635 7.5837 0.7973
61 H 2.8355 6.1920 3.0264
62 H 3.3739 7.2613 1.7700
63 H 3.8672 7.5775 3.3934
64 H 7.1841 3.4684 4.5649
65 H 6.6971 4.4372 5.9165
66 H 5.8649 2.9057 5.6658
67 H 5.5571 6.7796 4.7974
68 C 2.4427 -2.7808 -2.2474
69 C 3.8786 -3.2708 -2.6622
70 C 4.4162 -2.0325 -3.5437
71 C 5.8909 -2.1154 -3.8524
72 C 6.7160 -2.1419 -2.5186
73 C 6.2391 -3.3608 -1.5978
74 N 4.7807 -3.3029 -1.5118
75 O 4.2331 -4.2471 -0.6576
76 C 6.9722 -4.7108 -2.1216
77 C 6.8073 -3.0699 -0.0626
78 C 3.6971 -4.5570 -3.3945
79 H 2.3172 -2.2693 -1.2931
80 H 1.8834 -3.6940 -2.0442
81 H 1.8835 -2.0693 -2.8550
82 H 3.8525 -2.1712 -4.4663
83 H 4.0120 -1.1607 -3.0292
84 H 6.0688 -1.1553 -4.3368
85 H 6.1101 -2.9565 -4.5102
86 H 6.6390 -1.2430 -1.9070
87 H 7.7908 -2.2711 -2.6468
88 H 6.5558 -4.8836 -3.1140
89 H 8.0557 -4.8102 -2.1880
90 H 6.6450 -5.6046 -1.5904
91 H 6.5639 -3.8575 0.6504
92 H 7.8934 -3.0752 0.0292
93 H 6.4419 -2.0933 0.2551
94 H 3.5487 -5.3694 -2.6832
95 H 4.5282 -4.6342 -4.0955
96 H 2.7781 -4.5819 -3.9800
97 H 4.0356 -5.0101 -1.2057

Force components x, y, z for each atom (eV/Å):
-0.72 0.93 -0.83
-1.44 -2.26 1.33
-1.28 1.00 -0.75
2.44 0.86 -0.63
-0.58 -0.24 0.69
1.23 -0.40 0.36
0.37 0.14 -0.19
-1.30 1.57 0.34
0.05 0.62 -1.07
2.07 -1.01 0.37
-0.22 1.02 1.37
-0.41 -1.33 -2.80
1.25 1.66 0.91
-3.05 -0.25 0.52
0.62 -0.13 0.14
1.76 0.37 -1.16
-0.92 1.10 -1.89
1.52 -0.41 -1.10
-0.12 -0.43 -0.05
-0.13 0.35 0.05
0.00 -0.29 0.47
-0.55 -0.35 0.33
-0.09 -0.58 -0.53
0.80 0.14 -0.07
-0.53 0.11 0.41
-0.13 -0.30 0.41
0.46 0.01 0.10
0.14 -0.06 0.27
-0.47 0.08 0.50
-0.32 -0.12 0.29
-0.62 0.26 0.50
0.12 -1.30 0.59
0.20 0.30 -0.18
-0.54 0.30 0.55
-0.42 -0.48 1.09
0.23 -0.41 -0.55
0.57 -0.44 0.21
1.77 0.40 -1.04
-1.86 -2.58 -0.08
-0.38 0.88 -0.41
0.56 -0.79 2.52
1.72 0.69 -0.61
-0.53 -1.10 -0.49
0.18 0.16 -1.24
-0.09 0.24 -0.28
-0.06 -0.33 0.20
0.29 0.66 -0.21
-0.11 0.51 -0.22
0.01 -0.17 0.44
-0.27 -0.14 -0.21
-0.48 0.10 0.42
0.45 0.36 0.00
-0.49 0.33 0.32
-0.71 0.05 0.23
-0.54 -0.87 -0.28
-0.47 0.69 0.25
0.85 0.55 0.14
0.24 0.17 0.26
0.36 0.14 -0.36
-0.40 -0.07 0.15
0.42 -0.27 0.07
-0.06 0.05 -0.09
0.01 0.06 0.21
-0.08 -0.25 -0.05
-0.24 0.18 0.02
0.13 -0.12 -0.13
-0.23 0.44 0.49
-0.12 -0.80 1.72
-0.35 4.42 -0.49
-1.32 -2.90 0.23
0.34 1.52 1.65
-0.73 -1.72 0.46
2.88 0.31 1.38
-0.33 -0.03 -0.38
0.24 -0.46 1.49
-2.19 0.26 -0.26
-0.51 -0.45 -1.68
0.23 -0.05 -0.91
1.02 0.01 0.37
-0.60 0.12 -0.38
0.38 -0.56 -1.03
-0.08 0.44 -0.27
0.73 0.24 -0.10
0.67 -0.21 -0.51
0.14 0.10 0.03
-0.53 0.23 -0.33
0.01 -0.12 -0.39
0.30 -0.03 -0.37
0.00 0.88 0.23
-0.15 0.14 0.50
-0.77 0.08 -0.19
0.24 0.28 -0.78
-0.16 -0.18 0.15
0.46 -0.47 -0.42
0.10 -0.91 0.15
0.01 0.33 -0.05
0.12 -0.47 0.17

From a Mulliken analysis of the wavefunction, the atomic charges in e read: -0.784 0.521 -0.740 -0.728 0.288 0.282 0.163 -1.496 1.291 -1.341 -0.649 -1.343 1.282 0.257 -0.419 -1.743 -1.568 -1.794 0.421 0.425 0.288 0.432 0.467 0.345 0.349 0.494 0.393 0.387 0.361 0.445 0.422 0.404 0.329 0.411 0.363 0.452 0.335 -1.249 1.436 -1.381 -0.508 -1.250 1.743 0.000 -0.463 -1.956 -1.715 -1.922 0.273 0.447 0.176 0.461 0.399 0.405 0.217 0.407 0.393 0.415 0.441 0.377 0.321 0.444 0.418 0.441 0.392 0.427 0.408 -1.816 1.167 -1.377 -0.510 -1.064 1.102 0.269 -0.439 -1.482 -1.656 -1.541 0.455 0.372 0.372 0.378 0.496 0.330 0.354 0.388 0.404 0.333 0.384 0.368 0.377 0.384 0.413 0.386 0.365 0.454 0.333

| no. | E_tot (Ha) |
| --- | --- |
| 1 | -3410.35038 |
| 2 | -330.65091 |
| 3 | -1272.30856 |
| 4 | -1681.19813 |